[1]
Density functional theory data (ωB97M-V with the def2-TZVPD basis set) for a single C3H7NS2 molecule in a non-equilibrium geometry.

```
! wB97M-V def2-TZVPD RIJCOSX def2/J DEFGRID3
* xyz 0 1
H 0.626 -0.270 1.065
H -2.567 1.602 0.455
H 1.523 -1.763 0.446
S -1.672 -0.136 -0.764
H -0.603 1.454 0.605
C 1.410 -0.049 -0.861
N 0.898 1.195 -0.757
C 0.822 -0.946 0.209
C -1.696 0.989 0.649
S -0.736 -1.836 -0.151
H 1.593 -0.426 -1.882
H -1.997 0.352 1.504
H 2.398 -0.168 -0.517
*
```

Properties
strongest force on any atom = 3.0 eV Å⁻¹
relative energy (zero: lowest compared OMol25 entry of this formula, charge and spin) = 109.2 kcal per mole
frontier orbital gap (alpha / beta) = 7.74 / 7.78 eV
E_HOMO (alpha / beta) = -8.433 / -8.387 eV
LUMO level (alpha / beta) = -0.70 / -0.61 eV
total energy = -26380.43855 eV

=====

[2]
Density functional theory data (ωB97M-V with the def2-TZVPD basis set) for 9 unconnected molecules or ions with the total composition C38H91N5O16S4 in a non-equilibrium geometry.

```
! wB97M-V def2-TZVPD RIJCOSX def2/J DEFGRID3
* xyz 0 1
H 3.150 -2.316 4.751
H -2.123 7.817 1.987
H -3.034 3.208 -5.588
C 0.753 -2.876 1.592
C 5.972 -6.928 -5.112
O -5.716 -12.545 2.737
C -3.471 11.357 0.366
H -4.537 8.734 2.275
H -3.079 9.834 -1.147
H -1.433 6.702 8.714
H -3.228 11.108 3.221
H -3.955 5.640 -9.592
H -0.210 -2.381 -0.225
C -3.692 10.725 -1.013
H -0.395 4.774 7.671
C -1.074 3.949 7.458
H 8.274 -4.304 -4.642
H -1.810 9.468 1.347
H 0.558 -0.477 0.336
H -3.908 12.349 0.482
H -3.958 8.769 0.642
C -3.666 4.372 -7.209
H -0.936 -3.736 0.791
H -2.571 5.285 -10.582
H -4.088 4.723 -11.100
H -3.941 5.401 -7.443
H 3.866 -6.594 -5.424
H -6.988 -14.054 2.268
H -9.431 -4.965 0.802
H -3.174 3.386 5.060
H -3.501 11.538 -1.714
H 14.126 7.901 2.436
H 8.821 -5.844 -6.692
O -10.788 -2.188 -1.699
C 1.596 -12.657 1.419
C -3.849 9.257 1.610
S -9.444 -2.534 -1.338
H -2.335 1.930 5.726
H 1.489 -2.582 4.434
H -4.033 4.866 8.925
H 13.850 7.535 4.044
H -4.011 2.020 5.485
N 1.449 -1.586 1.855
N -2.610 3.832 -8.038
O 2.740 -12.601 2.265
H -1.299 5.489 -8.542
H -4.176 4.438 -5.100
C -2.954 4.951 8.799
H -5.308 10.381 4.011
O -6.950 -10.520 3.892
C -0.118 3.604 -8.226
C 7.736 -5.943 -6.666
C -8.727 -4.274 0.339
C 2.475 -2.686 3.980
C 13.780 7.076 3.058
H 2.077 0.933 1.995
N -2.534 4.315 7.557
H -0.165 3.371 -9.289
H 1.458 -3.489 1.029
H -0.711 3.066 9.432
H -1.440 1.966 8.341
O -9.278 -2.948 0.284
H -7.259 -4.315 -1.310
H 0.881 4.019 -8.096
H -4.595 3.831 -7.391
H -8.011 -13.022 0.393
S 12.286 5.139 2.180
O -9.181 -4.091 -1.902
C -1.293 4.572 -7.953
H 7.252 -4.168 -2.416
C -0.524 -2.727 0.760
C 1.713 -11.563 0.424
H 2.790 -0.880 3.130
O -5.219 -10.096 2.120
C 1.548 -0.783 0.673
H -2.372 3.099 -9.977
H 7.852 -5.850 -2.459
H 6.009 -7.856 -5.682
C 2.317 0.510 1.019
H 6.649 -7.681 -7.684
H -8.141 -5.792 -1.387
C -3.439 3.249 7.251
C -2.429 8.863 2.009
H -2.981 7.010 7.968
H 2.468 -11.737 -0.342
O 2.436 -10.591 1.148
O 3.997 -10.588 3.252
H -5.306 12.089 4.305
H 7.982 -6.998 -8.609
H -6.204 11.511 2.888
H 3.502 -2.076 2.071
H -0.247 2.646 -7.721
H 4.702 -5.051 -5.294
O -7.404 -11.437 1.422
H 1.387 -13.640 0.996
H 7.275 -5.058 -7.103
O 11.053 4.561 2.790
H 5.860 -7.230 -4.070
O 13.666 4.811 3.012
C 7.449 -4.983 -4.426
H 4.826 -6.057 -6.735
H 2.103 1.297 0.296
S 3.660 -11.222 1.990
H -2.547 4.943 -5.513
H -7.873 -4.249 1.016
O -8.335 -1.651 -1.639
H 15.043 5.674 1.893
N 7.291 -6.225 -5.269
H -0.995 4.992 -6.992
O 12.474 6.731 2.686
N -4.178 10.703 1.448
H 0.702 -12.381 1.979
H -4.016 12.515 2.496
H 8.230 -8.047 -7.272
H -2.428 11.295 0.676
H -3.981 2.872 -9.394
H 6.238 -5.615 -2.678
H 6.601 -4.395 -4.777
C -3.171 2.620 5.836
S -6.289 -10.970 2.651
C -6.309 -13.379 1.746
C 14.596 5.815 2.878
O 12.525 5.000 0.760
H 2.059 -1.311 -0.132
C -3.496 4.857 -10.194
H 0.457 -3.363 2.521
H -0.874 3.720 6.411
H -6.481 -12.093 -0.149
H 0.781 -11.149 0.040
C -7.051 -12.572 0.647
C 7.181 -5.129 -2.926
H 0.242 2.317 8.078
H 2.702 -3.722 3.729
H -4.717 10.474 -1.287
H -2.475 4.495 9.666
H 15.354 5.650 3.644
C -5.322 11.347 3.506
C -3.339 4.239 -5.769
H -2.791 7.002 9.628
H 3.395 0.352 1.007
H -2.216 9.170 3.034
C -8.228 -4.753 -1.069
C 2.633 -1.868 2.695
C -2.488 6.432 8.749
H -1.219 -1.983 1.150
O 4.775 -11.471 1.077
C -3.167 3.596 -9.420
H -4.493 3.526 7.275
C -4.098 11.439 2.654
H -5.549 -14.042 1.332
H -3.450 2.346 7.862
C 4.800 -6.078 -5.646
C -0.702 2.767 8.384
C 7.624 -7.202 -7.599
*
```

Properties
structure (SMILES) = O=S1(=O)OCCO1.O=S1(=O)OCCO1.O=S1(=O)OCCO1.O=S1(=O)OCCO1.CCN(CC)CC.CCN(CC)CC.CCN(CC)CC.CCN(CC)CC.CCN(CC)CC
strongest force on any atom = 4.7 eV Å⁻¹
relative energy (zero: lowest compared OMol25 entry of this formula, charge and spin) = 68.2 kcal per mole
frontier orbital gap = 8.01 eV
E_HOMO = -7.956 eV
LUMO level = 0.05 eV
total energy = -124421.31005 eV

=====

[3]
Density functional theory data (ωB97M-V with the def2-TZVPD basis set) for a gas-phase ion, C4H4IN2O2 (charge +1) in a non-equilibrium geometry.

```
! wB97M-V def2-TZVPD RIJCOSX def2/J DEFGRID3
* xyz 1 3
H -2.259 0.329 0.754
C -0.847 1.092 -0.354
H 1.361 -1.949 0.344
C 0.908 -1.012 0.255
C -0.804 -1.215 0.565
H -1.633 1.990 -0.408
O 2.088 -0.140 -1.568
H 0.640 1.975 -1.411
O -1.380 -2.133 0.997
N 0.368 1.140 -0.818
C 1.225 -0.042 -0.801
N -1.394 0.115 0.314
I 1.726 -0.149 2.132
*
```

Properties
⟨S²⟩ = 2.009
strongest force on any atom = 6.0 eV Å⁻¹
frontier orbital gap (alpha / beta) = 6.42 / 6.60 eV
E_HOMO (alpha / beta) = -11.004 / -14.838 eV
LUMO level (alpha / beta) = -4.59 / -8.24 eV
total energy = -19377.62898 eV

=====

[4]
Density functional theory data (ωB97M-V with the def2-TZVPD basis set) for 4 unconnected molecules or ions with the total composition C14H31ClO9S in a non-equilibrium geometry.

```
! wB97M-V def2-TZVPD RIJCOSX def2/J DEFGRID3
* xyz 0 1
O 3.455 2.991 1.489
H -3.398 -4.621 1.836
H 1.654 2.730 2.841
O -4.547 -3.230 0.864
H 0.374 1.498 4.558
H -4.174 -0.595 0.361
H 4.685 0.413 -3.328
H -2.415 -1.833 1.457
O 4.603 1.733 -0.598
H -6.149 -2.126 0.252
H 3.534 -3.321 -5.257
H -2.154 -0.078 1.687
S 4.076 3.102 -0.103
C 5.323 -1.955 -6.153
H -3.721 3.347 3.711
C 3.796 0.223 -3.937
C 3.047 -2.454 -5.720
O -3.947 -0.788 2.430
H 1.897 -0.698 -5.126
C -4.274 -3.997 2.032
C 0.608 2.988 2.662
Cl 3.836 1.446 2.138
H -2.280 3.352 2.653
H -0.301 0.109 3.694
H 4.053 0.389 -4.986
O -0.170 1.800 2.562
H 5.639 -2.944 -6.496
C -4.765 -0.824 1.257
H 5.948 -1.200 -6.634
H -6.088 -2.390 2.002
O 3.368 -1.112 -3.698
C -0.393 1.190 3.837
O 2.763 3.536 -1.151
H -5.126 -4.648 2.251
H 1.652 -2.132 -4.117
H 0.248 3.645 3.461
H 3.010 0.921 -3.635
C -5.478 -2.172 1.117
O -1.947 2.889 4.668
H -5.518 -0.038 1.369
H 2.263 -2.828 -6.386
H 0.534 3.526 1.714
C 2.061 2.246 -1.460
H -2.530 4.662 3.822
C -1.799 1.498 4.363
H -2.567 1.168 3.653
C 1.483 0.940 -1.498
H -2.043 -1.190 3.068
O 3.971 -1.724 -6.533
H 1.275 -0.207 -1.243
H 5.461 -1.878 -5.069
C -2.655 3.589 3.651
C -2.569 -0.986 2.134
H -4.062 -3.364 2.897
C 2.404 -1.552 -4.662
H -1.951 0.950 5.299
*
```

Properties
strongest force on any atom = 10.7 eV Å⁻¹
frontier orbital gap = 7.95 eV
E_HOMO = -9.117 eV
LUMO level = -1.17 eV
total energy = -56792.88601 eV

=====

Question: Which formula does entry 1 have?
Answer: C3H7NS2

=====

Question: Among the records above, which one has the highest strongest force on any atom?
Answer: C14H31ClO9S